Formula: C3H9N2
Source: the Open Molecules 2025 dataset
Level of theory: the ωB97M-V functional and the def2-TZVPD basis

net charge	+1
energy above the lowest of the compared OMol25 structures with the same formula, charge and spin	39.22	kcal/mol
F_max	0.015	hartree/bohr
highest occupied orbital energy	-14.0	eV
orbital gap	10.51	eV
LUMO level	-3.53	eV
total energy	-228.92430	hartree

Atoms and positions in Å:
C  0.942  0.976  -0.070
C  0.710  0.888  -1.373
C  1.401  -0.985  1.037
N  0.559  -0.052  0.858
H  1.505  1.791  0.368
H  0.244  0.029  -1.840
H  1.049  1.682  -2.022
H  1.179  -1.798  1.720
H  2.353  -1.008  0.510
N  -1.995  -0.344  0.166
H  -0.967  -0.368  0.579
H  -1.928  0.009  -0.788
H  -2.567  -1.184  0.133
H  -2.484  0.364  0.723

Force components x, y, z for each atom (eV/Å):
C 0.2 -0.4 -0.3
C 0.2 0.3 0.3
C 0.0 0.0 0.1
N 0.3 -0.2 -0.5
H -0.2 0.2 0.1
H 0.0 -0.1 0.0
H -0.1 0.0 -0.1
H -0.1 0.0 0.0
H 0.1 0.1 0.1
N -0.1 0.8 0.0
H -0.4 -0.3 0.1
H 0.0 0.1 0.0
H 0.3 -0.3 0.3
H -0.1 -0.1 -0.1

=====

Formula: C4H8N4OS
Source: the Open Molecules 2025 dataset
Level of theory: the ωB97M-V functional and the def2-TZVPD basis

net charge	0
energy above the lowest of the compared OMol25 structures with the same formula, charge and spin	114.20	kcal/mol
F_max	0.044	hartree/bohr
highest occupied orbital energy (spin up / spin down)	-9.6 / -5.9	eV
orbital gap (spin up / spin down)	9.96 / 4.76	eV
LUMO level (spin up / spin down)	0.34 / -1.17	eV
total energy	-849.41753	hartree

Atoms and positions in Å:
C  0.595  -2.644  -0.532
C  1.349  -0.689  -0.495
C  -0.172  2.147  -0.942
C  -0.222  0.082  1.290
N  1.483  -1.810  -1.128
N  -0.053  -2.100  0.456
N  0.398  -0.825  0.490
N  0.064  1.386  1.261
O  0.701  1.961  0.179
S  -1.506  -0.502  2.261
H  0.451  -3.657  -0.846
H  1.901  0.209  -0.674
H  -0.785  1.259  -1.139
H  0.487  2.324  -1.787
H  -0.814  3.009  -0.777
H  -1.855  -0.456  -1.004
H  -0.575  2.005  1.755
H  -1.447  -1.700  1.631

Force components x, y, z for each atom (eV/Å):
C 1.0 0.3 -0.7
C -0.2 0.6 0.8
C 0.0 -0.1 0.0
C -0.9 -1.2 -0.4
N 0.1 -1.3 -0.8
N -0.6 -0.2 0.4
N 1.0 -0.1 -0.8
N 0.7 1.9 1.0
O -0.2 0.0 -0.4
S -0.7 0.1 0.8
H -0.1 -0.3 0.1
H 0.0 0.2 0.1
H 0.2 0.1 0.1
H 0.0 0.1 -0.1
H -0.1 0.1 0.0
H -0.1 -0.1 0.0
H 0.2 -0.1 -0.3
H -0.2 0.0 0.2

=====

Formula: C18H17N7O2PdS3
Source: the Open Molecules 2025 dataset
Level of theory: the ωB97M-V functional and the def2-TZVPD basis

net charge	-2
energy above the lowest of the compared OMol25 structures with the same formula, charge and spin	11.64	kcal/mol
F_max	0.013	hartree/bohr
highest occupied orbital energy	-1.3	eV
orbital gap	5.99	eV
LUMO level	4.65	eV
total energy	-2552.45230	hartree

Atoms and positions in Å:
Pd  -0.754  1.222  -0.017
N  3.932  -5.506  1.383
C  3.349  -4.254  1.684
C  3.110  -3.330  0.672
C  2.564  -2.093  0.969
C  2.239  -1.777  2.279
C  2.471  -2.689  3.295
C  3.035  -3.921  3.000
S  1.554  -0.174  2.614
O  1.340  -0.096  4.042
O  2.477  0.756  2.009
N  0.212  -0.096  1.761
C  -0.784  -0.992  1.955
N  -1.920  -0.717  1.263
C  -2.857  -1.640  1.245
C  -2.765  -2.835  1.948
C  -1.622  -2.969  2.720
N  -0.648  -2.077  2.749
H  3.741  -5.801  0.437
H  3.656  -6.228  2.033
H  3.335  -3.586  -0.357
H  2.352  -1.384  0.178
H  2.182  -2.424  4.303
H  3.219  -4.641  3.791
H  -3.738  -1.408  0.650
H  -3.538  -3.589  1.909
H  -1.479  -3.844  3.352
N  -3.447  1.777  -0.572
C  -2.151  2.434  -0.737
S  -1.528  3.416  0.582
N  -2.117  2.834  -2.111
C  -1.360  3.765  -2.768
C  -1.784  4.211  -4.032
C  -1.051  5.140  -4.749
C  0.129  5.662  -4.233
C  0.563  5.208  -2.991
C  -0.151  4.269  -2.265
H  -3.370  1.193  0.257
H  -4.134  2.498  -0.365
H  -2.828  2.366  -2.649
H  -2.706  3.812  -4.444
H  -1.411  5.464  -5.720
H  0.702  6.395  -4.788
H  1.495  5.580  -2.580
H  0.209  3.905  -1.315
S  0.441  -2.657  -2.604
C  0.055  -1.129  -2.071
N  -0.218  -0.054  -1.714

Force components x, y, z for each atom (eV/Å):
Pd 0.1 0.7 0.0
N 0.1 0.0 0.0
C 0.0 0.0 0.1
C 0.0 0.0 0.0
C -0.1 -0.1 0.0
C 0.2 -0.1 0.1
C 0.0 0.0 -0.1
C 0.0 0.0 0.0
S 0.2 -0.1 -0.3
O 0.0 0.0 0.0
O 0.0 0.1 0.2
N -0.6 -0.2 -0.1
C 0.2 0.3 0.1
N -0.1 -0.2 0.0
C -0.1 0.1 0.0
C 0.1 0.0 0.1
C 0.0 0.0 0.0
N 0.0 -0.1 0.0
H 0.0 0.0 0.0
H 0.0 0.0 0.0
H 0.0 0.0 0.0
H 0.0 0.0 0.0
H 0.0 0.0 0.0
H 0.0 0.0 0.0
H 0.0 0.0 0.0
H 0.0 0.0 0.0
H 0.0 0.0 0.0
N 0.0 0.0 0.0
C 0.2 -0.2 -0.2
S -0.1 -0.3 -0.1
N -0.2 0.3 0.1
C 0.2 -0.2 0.0
C 0.0 0.0 0.0
C 0.0 0.0 0.0
C 0.0 0.0 0.0
C 0.0 0.0 0.0
C 0.0 0.1 0.0
H 0.0 0.1 0.0
H 0.0 0.0 0.1
H 0.0 0.0 0.0
H 0.0 0.0 0.0
H 0.0 0.0 0.0
H 0.0 0.0 0.0
H 0.0 0.0 0.0
H 0.0 0.0 0.0
S 0.0 0.2 0.1
C 0.1 -0.2 -0.2
N 0.0 -0.2 0.3

=====

Formula: CH12N2O4
Source: the Open Molecules 2025 dataset
Level of theory: the ωB97M-V functional and the def2-TZVPD basis

net charge	0
energy above the lowest of the compared OMol25 structures with the same formula, charge and spin	13.64	kcal/mol
structure (SMILES)	[H]/N=C/N.O.O.O.O
F_max	0.030	hartree/bohr
highest occupied orbital energy	-9.1	eV
orbital gap	9.87	eV
LUMO level	0.72	eV
total energy	-455.77429	hartree

Atoms and positions in Å:
H  1.986  -0.926  2.554
N  1.828  -0.152  1.931
C  0.555  0.052  1.863
N  -0.022  0.766  0.889
H  -0.166  -0.454  2.507
H  0.611  1.101  0.194
H  -0.986  0.711  0.608
O  -2.035  -0.703  -1.440
H  -2.883  -0.504  -1.820
H  -1.324  -0.843  -2.061
O  0.685  0.381  -2.376
H  1.133  1.162  -2.780
H  1.382  -0.065  -1.864
O  2.751  0.098  -0.687
H  2.697  -0.166  0.272
H  3.394  0.791  -0.656
O  -3.088  -0.042  1.070
H  -3.906  -0.509  1.265
H  -2.611  -0.697  0.531

Force components x, y, z for each atom (eV/Å):
H 0.3 0.1 0.7
N -0.4 0.0 -0.3
C -0.3 -1.1 -0.5
N 0.4 0.7 0.0
H 0.1 0.1 0.2
H 0.2 0.2 -0.6
H -0.1 -0.1 0.5
O 0.1 -0.3 1.5
H 0.0 0.1 -0.8
H 0.0 0.3 -0.7
O 0.1 0.7 -0.7
H -0.5 -1.1 0.5
H 0.1 0.4 0.0
O 0.0 -0.9 0.8
H -0.5 0.2 -0.4
H 0.6 0.7 -0.3
O 0.1 -0.6 -0.1
H -0.1 0.2 0.2
H 0.0 0.4 -0.1

=====

Formula: C4H36N2O12S
Source: the Open Molecules 2025 dataset
Level of theory: the ωB97M-V functional and the def2-TZVPD basis

net charge	0
energy above the lowest of the compared OMol25 structures with the same formula, charge and spin	115.67	kcal/mol
F_max	0.203	hartree/bohr
highest occupied orbital energy	-9.2	eV
orbital gap	8.74	eV
LUMO level	-0.42	eV
total energy	-1584.40064	hartree

Atoms and positions in Å:
N  -1.198  0.427  1.531
C  0.048  -0.297  1.376
C  -0.067  -1.913  1.547
S  -0.664  -2.196  3.245
C  0.763  0.101  0.070
N  1.544  1.313  0.351
C  2.513  1.556  -0.667
H  -1.293  0.613  2.448
H  -1.944  -0.213  1.195
H  0.880  0.142  2.119
H  -0.732  -2.409  0.753
H  0.939  -2.335  1.438
H  0.451  -2.892  3.593
H  0.085  0.140  -0.709
H  1.588  -0.657  -0.172
H  1.016  2.224  0.288
H  2.666  2.608  -0.717
H  2.241  1.270  -1.700
H  3.491  1.077  -0.466
H  0.662  1.356  3.430
H  0.638  0.672  4.875
O  0.470  1.426  4.363
H  -0.946  3.168  -3.997
H  0.366  3.056  -3.475
O  -0.099  2.855  -4.214
H  -2.715  -2.007  -2.867
H  -3.420  -0.771  -3.209
O  -3.534  -1.705  -3.299
H  -1.252  2.017  0.637
H  -1.907  3.429  0.711
O  -1.245  2.949  0.390
H  -4.379  0.571  -1.035
H  -5.058  1.561  -0.371
O  -4.301  1.060  -0.218
H  -1.201  4.786  -0.276
H  0.367  4.987  -0.403
O  -0.508  5.414  -0.553
H  -0.264  -4.316  -2.346
H  0.339  -3.729  -3.422
O  0.379  -3.813  -2.525
H  4.594  -2.213  1.196
H  3.308  -1.434  0.975
O  3.899  -2.053  0.514
H  0.754  -4.241  -0.450
H  1.935  -4.292  0.282
O  1.014  -4.167  0.472
H  -2.420  0.995  -2.397
H  -1.378  1.151  -1.407
O  -1.744  1.544  -2.147
H  0.782  0.595  -5.053
H  0.839  -0.417  -3.903
O  1.345  0.080  -4.561
H  2.158  -0.844  3.842
H  2.333  0.112  2.548
O  2.466  -0.775  2.902

Force components x, y, z for each atom (eV/Å):
N 0.1 -1.8 -4.3
C 2.5 -0.9 0.3
C -0.1 2.2 -0.7
S 0.6 -0.7 0.0
C 2.6 -1.1 2.5
N -1.3 1.6 -0.4
C 1.8 -0.5 -1.3
H -1.1 0.8 3.9
H 0.3 0.9 0.6
H -3.1 -1.5 -1.4
H 0.8 0.9 1.2
H -0.7 0.3 0.1
H -0.6 0.2 0.1
H -1.2 0.3 -2.0
H -1.4 0.7 0.1
H -0.3 -1.8 0.7
H 0.5 0.9 0.0
H -0.2 -0.2 0.3
H -0.4 0.1 0.0
H 0.2 -0.5 0.0
H 0.4 -1.8 0.4
O -0.8 2.6 -0.3
H -1.9 0.5 0.2
H 2.6 0.8 3.5
O -0.6 -1.3 -3.9
H -0.5 -0.3 -0.3
H -0.2 1.0 -0.3
O 0.8 -0.8 0.5
H -0.7 -0.4 0.9
H -4.5 2.2 2.5
O 4.9 -2.0 -2.7
H 0.6 -0.9 -0.3
H -2.2 2.1 0.5
O 1.5 -1.3 -0.1
H 1.2 0.3 -0.4
H -1.4 0.2 0.0
O 0.5 0.0 0.1
H -7.9 -6.3 2.5
H 0.3 0.6 -3.9
O 7.4 5.6 1.3
H -0.8 0.1 -0.8
H 0.2 -0.4 -0.1
O 0.5 0.1 1.0
H -0.8 0.2 -0.2
H 1.3 0.0 0.7
O -0.1 -0.7 -0.7
H -2.6 -1.9 -1.0
H 1.1 -0.9 2.5
O 1.3 2.9 -1.6
H -2.4 2.0 -1.5
H 0.0 0.5 -0.4
O 2.4 -2.4 2.0
H 0.4 0.5 -1.5
H 0.4 0.2 0.5
O 0.6 -0.8 1.1

=====

Formula: C5H7NO
Source: the Open Molecules 2025 dataset
Level of theory: the ωB97M-V functional and the def2-TZVPD basis

net charge	0
energy above the lowest of the compared OMol25 structures with the same formula, charge and spin	87.22	kcal/mol
F_max	0.011	hartree/bohr
highest occupied orbital energy	-8.8	eV
orbital gap	9.35	eV
LUMO level	0.52	eV
total energy	-324.58547	hartree

Atoms and positions in Å:
C  0.708  0.699  -1.008
C  0.630  0.424  1.404
C  0.325  -0.336  0.118
N  1.052  -1.588  -0.059
C  -1.168  -0.273  -0.005
C  -1.559  0.673  0.834
O  -0.496  1.050  1.696
H  1.693  0.433  -1.375
H  0.003  0.666  -1.848
H  0.698  1.724  -0.623
H  0.478  -2.399  0.143
H  1.828  -1.607  0.600
H  -1.727  -0.715  -0.818
H  -2.466  1.251  0.940

Force components x, y, z for each atom (eV/Å):
C 0.3 0.1 -0.1
C -0.3 0.2 -0.4
C 0.0 0.2 -0.2
N -0.2 0.0 0.2
C -0.2 0.1 0.2
C -0.2 -0.3 -0.1
O 0.3 -0.1 0.0
H 0.2 0.2 0.0
H 0.2 -0.2 0.2
H 0.1 -0.1 -0.1
H -0.1 0.1 0.1
H -0.1 0.0 -0.2
H -0.1 0.1 0.2
H 0.1 -0.2 0.1

=====

Which of these has the lowest net charge?
C18H17N7O2PdS3

=====

Among the records above, which one has the highest total energy?
C3H9N2